# 1
The following is a quantum chemistry calculation of C24H28ClN5O4S as an isolated structure at a distorted geometry, from the Open Molecules 2025 dataset.

Geometry as XYZ:
```
63
Properties=species:S:1:pos:R:3
C -7.6569 -1.5650 0.6297
H -8.4582 -2.0903 0.2210
O -6.4872 -2.1285 -0.1333
C -5.3192 -1.8137 0.0963
C -4.3358 -2.6615 -0.6841
C -3.0967 -2.2037 -0.3369
C -2.7888 -1.1700 0.6004
C -3.7259 -0.3346 0.9800
C -5.0864 -0.6856 0.8461
H -5.7479 -0.1957 1.4610
H -3.4991 0.6539 1.7817
N -1.4820 -0.5251 0.4533
S -0.9699 0.8123 0.6505
O -1.0869 1.4329 2.1897
O 0.3082 1.1411 0.0637
C -2.2676 1.8268 -0.0553
C -2.5422 1.4261 -1.4331
N -3.5652 2.4470 -1.6921
N -3.6724 3.4406 -0.8220
C -3.0088 3.0172 0.3430
C -2.9930 3.6833 1.4327
H -2.4439 4.6739 1.5892
H -2.5255 3.1635 2.3468
H -4.0135 4.0519 1.9709
H -4.0385 2.7729 -2.8801
C -2.0751 0.5814 -2.4698
H -2.9361 -0.3707 -2.5795
H -1.9339 1.1754 -3.4633
H -1.3385 0.0126 -2.0153
C -0.2241 -1.5581 0.7889
C 0.6745 -1.2695 -0.5467
O 0.1365 -1.3639 -1.7378
N 2.0302 -1.3268 -0.2971
C 2.7064 -1.4360 0.9088
H 2.0920 -1.7198 1.7705
C 3.2527 0.3394 1.1904
N 4.0794 0.5699 -0.1146
C 5.4117 0.3357 0.3309
C 6.0340 -0.3334 1.1180
C 7.3068 -0.4225 1.2129
C 8.2770 -0.1178 0.2519
C 7.4577 0.7301 -0.7047
C 6.1320 0.7916 -0.9215
H 5.7466 1.2676 -1.7270
H 8.0949 1.1304 -1.8097
Cl 10.0700 -0.3341 0.0906
H 7.9696 -1.2016 1.9697
H 5.6178 -0.9484 1.9532
C 3.3262 0.5934 -1.2828
H 3.7615 0.9136 -1.9719
C 2.8549 -0.8916 -1.4805
H 2.2539 -0.9547 -2.3924
H 3.8787 -1.5492 -1.6119
H 2.4826 1.0540 -0.9714
H 3.8506 0.1743 2.2186
H 2.3740 0.8850 1.3713
H 3.5704 -2.0372 0.7646
H 0.1547 -1.2495 1.7095
H -0.5986 -2.4491 0.7978
H -2.1216 -2.6548 -0.6341
H -4.5752 -3.3855 -1.2494
H -7.5682 -1.6455 1.7250
H -7.7223 -0.5045 0.1900
```

**Energy**: -64319.120 eV

---

# 2
The following is a quantum chemistry calculation of one molecule with the formula C17H18ClN3O2S at a distorted geometry, from the Open Molecules 2025 dataset.

Geometry as XYZ:
```
42
Properties=species:S:1:pos:R:3
C 0.4509 0.9984 -4.2379
C 0.0568 1.0515 -2.7903
N 0.8624 0.9992 -1.8037
N 2.1977 0.9239 -1.9856
C 3.0927 0.7421 -0.9713
O 4.2776 0.7165 -1.2070
C 2.4892 0.5851 0.4157
C 2.1981 1.9324 0.9894
C 1.0685 2.6842 0.8803
C 1.1707 3.9347 1.5300
C 2.3786 4.1175 2.1188
S 3.4187 2.7683 1.8919
H 2.7280 4.9635 2.6761
H 0.3766 4.6594 1.5565
H 0.1893 2.3639 0.3507
H 1.5797 -0.0108 0.3420
H 3.2235 0.0686 1.0350
H 2.5986 1.0043 -2.9190
C -1.4025 1.1631 -2.4557
H -1.9932 1.3195 -3.3564
C -1.9084 -0.1173 -1.7713
O -2.7217 -0.8460 -2.2869
N -1.3389 -0.2818 -0.5524
C -1.5304 -1.3058 0.3781
C -2.3500 -2.4047 0.1444
C -2.4855 -3.3769 1.1176
C -1.8262 -3.3001 2.3377
C -1.0168 -2.1871 2.5521
C -0.8656 -1.1994 1.5981
H -0.2397 -0.3451 1.8096
Cl -0.1669 -2.0171 4.0514
C -1.9741 -4.3595 3.3822
H -2.3679 -3.9307 4.3029
H -2.6452 -5.1436 3.0432
H -1.0048 -4.7996 3.6137
H -3.1234 -4.2260 0.9230
H -2.8740 -2.4902 -0.7923
H -0.6120 0.3864 -0.3204
H -1.5694 1.9971 -1.7713
H -0.4124 0.7853 -4.8601
H 0.8742 1.9546 -4.5502
H 1.1976 0.2221 -4.4084
```

**Energy above the lowest of the compared OMol25 structures with the same formula, charge and spin**: 27.7 kcal per mole
**SMILES string**: C/C(CC(=O)Nc1ccc(C)c(Cl)c1)=N\NC(=O)Cc1cccs1
**Energy**: -49844.529 eV

---

# 3
The following is a quantum chemistry calculation of C15H36AlFN3O10P as an isolated structure at a distorted geometry, from the Open Molecules 2025 dataset.

Geometry as XYZ:
```
67
Properties=species:S:1:pos:R:3
Al -1.2748 -1.4804 -2.0608
F -1.0304 -0.6618 0.0796
O 3.0454 3.4102 0.9248
P 2.8493 1.9992 0.8685
N 3.1065 1.1984 -0.6440
C 2.5241 1.8012 -1.9000
C 4.3897 0.3842 -0.8803
N 1.2804 1.5801 1.3292
C 0.7655 0.3328 0.8028
C 0.7812 2.1608 2.6159
N 3.9174 1.3136 1.9688
C 5.0624 2.0416 2.5521
C 3.6502 -0.0818 2.5191
H 2.8693 1.3148 -2.8123
H 2.7652 2.8634 -1.9395
H 1.4359 1.7449 -1.8724
H 4.5824 -0.2534 -0.0175
H 5.2863 1.0001 -0.9512
H 4.2345 -0.1633 -1.8100
H 1.4518 -0.5134 0.8347
H -0.2557 0.1711 1.1481
H 0.6730 0.5589 -0.2594
H 0.7590 3.2485 2.5484
H -0.2000 1.7858 2.9071
H 1.4838 1.9940 3.4324
H 5.6794 2.2803 1.6857
H 4.8238 3.0603 2.8575
H 5.7343 1.5709 3.2698
H 4.5427 -0.5023 2.9825
H 3.3575 -0.8077 1.7604
H 2.9997 0.1595 3.3597
C -0.1621 2.2945 -4.5658
O -0.2096 2.5580 -3.1446
C -0.7210 1.7461 -2.2678
O -1.1081 0.6005 -2.4555
O -0.8612 2.3950 -1.1530
C -1.6950 1.9819 -0.0169
H 0.8518 2.1989 -4.9541
H -0.8914 2.8415 -5.1634
H -0.4724 1.2804 -4.8176
H -1.1464 2.1807 0.9038
H -1.9120 0.9339 -0.2231
H -2.6155 2.5512 -0.1460
C -2.8006 -5.2320 -0.1327
O -2.0412 -4.6842 0.8883
C -1.4566 -3.5158 0.6892
O -1.6511 -2.8214 -0.3370
O -0.6073 -3.2227 1.7437
C -0.2285 -1.9124 1.8902
H -3.7611 -4.7827 -0.3853
H -3.0848 -6.2011 0.2774
H -2.2458 -5.4533 -1.0444
H -1.0802 -1.2484 2.0375
H 0.3422 -1.5096 1.0534
H 0.4047 -1.8685 2.7763
C -3.4965 0.8917 0.4215
O -4.4123 -0.2111 0.1481
C -4.2091 -1.1825 -0.7083
O -3.2513 -1.2511 -1.4142
O -5.2248 -2.0562 -0.6062
C -5.3696 -3.2865 -1.3474
H -2.6376 0.4388 0.9169
H -4.0410 1.6208 1.0214
H -3.1721 1.4494 -0.4571
H -5.4010 -3.1795 -2.4317
H -6.2959 -3.7784 -1.0508
H -4.6255 -4.0763 -1.2446
```

**Energy above the lowest of the compared OMol25 structures with the same formula, charge and spin**: 156.3 kcal per mole
**Energy**: -59662.121 eV
**Total charge**: +2

---

# 4
The following is a quantum chemistry calculation of a 3-piece molecular cluster, C18H31ClF7N3O5 overall, from the Open Molecules 2025 dataset.

Geometry as XYZ:
```
65
Properties=species:S:1:pos:R:3
C 1.5197 0.2245 -0.0156
C 0.0923 0.7592 -0.0459
C -0.6436 0.5523 1.2743
Cl -1.8859 1.8430 1.4801
C -1.3906 -0.7809 1.3890
O -0.6159 -1.7837 0.7625
C -1.3428 -2.9632 0.4617
C -0.4354 -3.8745 -0.3456
C 0.7487 -4.3539 0.4663
N 0.7008 -5.1339 1.4609
C -1.6891 -1.2048 2.8485
F -3.0131 -1.6727 2.8827
N -1.5173 -0.1995 3.8518
C -0.5621 -0.5105 4.9098
C -0.1290 0.7445 5.6541
N 1.1798 0.5458 6.2809
H 1.5524 -0.8170 0.2932
H 2.1296 0.8078 0.6775
H 1.9790 0.2961 -1.0018
H -0.4800 0.3058 -0.8579
H 0.1283 1.8336 -0.2315
H 0.0423 0.6891 2.1088
H -2.3445 -0.6729 0.8572
H -1.6635 -3.4701 1.3806
H -2.2503 -2.7079 -0.0984
H -1.0147 -4.7450 -0.6662
H -0.0949 -3.3549 -1.2406
H 1.7305 -4.0031 0.1482
H -0.2643 -5.4180 1.6549
H -1.0470 -2.0646 3.0707
H -2.4216 0.0680 4.2176
H 0.3222 -0.9514 4.4422
H -0.9556 -1.2501 5.6220
H -0.0756 1.5614 4.9308
H -0.8961 1.0123 6.3900
H 1.2411 1.0067 7.1787
H 1.3597 -0.4371 6.4471
C 1.9556 -2.1613 -5.6265
C 2.8466 -3.3261 -5.2646
O 3.6673 -3.0124 -4.1089
C 3.0884 -3.1456 -2.9320
O 1.9699 -3.5058 -2.7008
C 4.0901 -2.7918 -1.8039
F 4.7361 -1.6526 -2.0595
F 4.9938 -3.7692 -1.6732
F 3.4410 -2.6587 -0.6510
H 2.5493 -1.2645 -5.8014
H 1.4079 -2.3964 -6.5392
H 1.2342 -1.9604 -4.8359
H 3.5689 -3.5439 -6.0471
H 2.2726 -4.2250 -5.0445
C -1.3706 5.3185 0.2329
C -2.4527 4.7493 -0.6528
O -2.8530 5.7032 -1.6715
C -2.0807 5.7657 -2.7400
O -1.0983 5.1256 -2.9762
C -2.6527 6.8020 -3.7390
F -2.9989 7.9388 -3.1290
F -3.7452 6.2997 -4.3331
F -1.7595 7.0854 -4.6792
H -1.6960 6.2559 0.6847
H -1.1480 4.6052 1.0252
H -0.4580 5.5017 -0.3334
H -3.3665 4.5527 -0.0973
H -2.1347 3.8299 -1.1417
```

**SMILES string**: [H]/N=C\CCO[C@H]([C@H](Cl)CC)[C@H](F)NCCN.CCOC(=O)C(F)(F)F.CCOC(=O)C(F)(F)F
**Energy**: -65421.629 eV

---

no.,LUMO level (hartree)
1,0.019
2,0.018
3,-0.409
4,0.022